Version i
Computed, not measured: the molecule C19H19N3O3S2, with ωB97M-V/def2-TZVPD.

Structure (XYZ):
```
46
Properties=species:S:1:pos:R:3:nbo_charge:R:1
C -1.507 -0.205 -1.794 -0.118
C -0.539 1.645 3.555 -0.258
C -2.726 1.310 -0.328 -0.086
H 2.521 -4.045 -4.501 0.228
C -0.824 -0.973 -2.718 -0.294
C -3.963 2.047 2.027 -0.612
H 1.039 -4.942 -4.868 0.228
O 1.697 2.426 2.899 -0.509
O 0.347 -1.930 -5.141 -0.595
H 3.623 -0.593 -0.906 0.210
H -4.837 2.611 2.350 0.259
C 0.733 -2.854 -4.467 0.687
H 4.068 1.644 2.716 0.220
C 1.561 -3.998 -5.012 -0.714
S -2.319 1.319 -2.045 0.397
H 0.862 -3.816 -2.679 0.397
H -0.743 -0.670 -3.747 0.269
C 3.202 0.021 -0.125 -0.254
H -4.186 0.983 1.967 0.251
C -0.346 -2.539 -0.931 -0.232
N -2.308 0.293 0.344 -0.529
S -3.628 2.632 0.329 0.333
H 0.121 -3.458 -0.609 0.210
H 1.729 -3.841 -6.073 0.246
N -1.771 1.482 2.822 -0.643
O -2.836 3.229 3.790 -0.621
H -1.810 0.821 2.046 0.435
C -2.800 2.334 2.976 0.659
H 0.020 0.709 3.503 0.214
C -1.026 -1.771 -0.015 -0.188
C 4.000 0.479 0.914 -0.193
H -0.050 3.125 2.029 0.177
C 0.341 2.790 2.998 -0.078
H 1.237 0.020 -0.962 0.213
C 1.311 1.151 0.843 -0.347
C -1.618 -0.586 -0.441 0.062
C -0.237 -2.154 -2.276 0.158
N 0.481 -2.994 -3.128 -0.604
H -1.105 -2.068 1.018 0.230
H 0.328 3.644 3.678 0.208
H 5.047 0.219 0.947 0.213
H -0.790 1.854 4.597 0.223
C 2.110 1.620 1.879 0.386
C 1.864 0.364 -0.154 -0.176
C 3.462 1.271 1.905 -0.274
H 0.262 1.396 0.791 0.213
```

Its total charge is 0. For the HOMO energy, the calculation gives -8.338 eV. Its LUMO energy is 0.4 eV.


Version ii
Computed, not measured: the molecule C19H19N3O3S2, with ωB97M-V/def2-TZVPD.

Structure (XYZ):
```
46
Properties=species:S:1:pos:R:3:nbo_charge:R:1
H 5.249 1.762 2.987 0.195
H -4.944 -1.114 2.560 0.210
H 6.273 -0.545 1.948 0.208
S 4.981 -1.264 -0.669 0.324
O -6.021 0.570 1.990 -0.487
H -2.741 0.752 -0.678 0.406
H -6.328 1.275 -3.175 0.216
H 0.392 -3.326 1.016 0.228
H -5.196 0.180 3.763 0.196
C 3.270 -1.052 -0.500 -0.097
C -1.113 -1.905 0.464 -0.202
N 5.939 1.329 1.061 -0.429
C -3.872 -0.718 0.139 0.685
C -5.033 0.149 -0.238 -0.259
O 4.564 2.412 -0.357 -0.626
O -3.987 -1.808 0.659 -0.606
C -4.977 -0.033 2.717 -0.257
C 0.937 -0.378 -0.575 -0.196
C -7.214 1.580 -1.242 -0.180
H 4.965 0.693 -2.070 0.257
C 6.818 0.246 1.424 -0.405
H -4.426 0.006 -2.282 0.207
H 7.590 0.634 2.090 0.205
H -1.931 -2.486 0.856 0.250
C 5.665 2.277 2.118 -0.417
H 4.947 3.006 1.748 0.250
H 6.583 2.791 2.413 0.194
C 0.177 -2.377 0.554 -0.192
N -2.682 -0.157 -0.238 -0.602
C 5.524 0.404 -1.179 -0.633
S 2.403 0.366 -1.136 0.388
C -1.387 -0.671 -0.139 0.145
C -7.089 1.356 0.109 -0.250
H -8.064 2.127 -1.620 0.217
H 7.302 -0.188 0.554 0.204
H -7.825 1.724 0.807 0.227
H 6.578 0.300 -1.434 0.250
C 1.224 -1.620 0.037 0.074
C -5.172 0.403 -1.607 -0.123
C -6.244 1.105 -2.114 -0.265
H -0.555 1.054 -1.130 0.214
C 5.298 1.471 -0.116 0.664
H -4.005 0.397 2.456 0.171
C -6.006 0.642 0.640 0.348
N 2.546 -1.948 0.056 -0.443
C -0.354 0.101 -0.662 -0.261
```

Its total charge is 0. For the HOMO energy, the calculation gives -7.940 eV. Its LUMO energy is 0.5 eV.


Energy comparison, zero being the most stable, in hartree: version i 0.0000; version ii 0.0361.


Version i
Computed, not measured: a structure of composition C34H25Br2N4O7ScTe4, with ωB97M-V/def2-TZVPD.

Structure (XYZ):
```
77
Properties=species:S:1:pos:R:3:mulliken_charge:R:1
C -3.403 -0.277 -4.558 -0.950
O 4.047 3.589 -1.607 -0.710
N 3.074 0.625 1.364 0.218
O -1.561 1.671 -0.866 -0.267
Te -5.231 -0.940 0.407 -0.234
H -1.536 -1.259 5.432 0.601
Sc -2.381 0.289 0.680 1.149
Te -7.695 0.202 0.671 -0.187
C 4.448 0.579 1.171 0.782
C -1.096 -4.179 -0.668 -1.326
C 5.298 1.206 0.265 -0.395
C -0.883 -0.608 3.493 0.520
C 4.927 -0.263 2.176 0.136
H -4.121 -0.825 3.133 0.302
O -0.197 0.100 1.415 -0.307
H 2.465 1.198 0.795 -0.133
H 0.484 0.204 0.730 -0.182
H -3.330 -2.610 1.947 0.396
H -4.025 -1.063 -4.150 0.456
H 0.361 -2.339 -1.983 0.180
C 0.598 -1.143 5.261 -0.597
C -2.679 -3.065 1.214 -0.094
H -3.318 -0.212 4.586 0.254
Te -7.419 0.957 3.274 -0.551
O -0.013 3.071 -3.345 -0.594
H -2.707 1.367 -7.441 0.377
C -0.384 -1.924 -1.313 -1.689
C -0.888 2.046 -3.221 -0.269
C 2.308 1.393 -2.163 -0.207
H 1.423 5.040 -1.387 0.382
C -1.177 -2.758 -0.534 1.109
Te -4.763 1.892 2.187 -0.011
C 2.832 3.728 -1.581 0.374
Br 0.873 -1.726 7.047 -0.250
N -0.575 -0.584 -1.193 0.873
C -1.799 1.760 -5.558 -0.135
H -3.174 -5.032 1.862 0.411
C -3.478 0.071 -5.909 -0.549
C 6.291 -0.545 2.280 -0.856
H 1.972 -0.690 -2.422 0.294
C 1.863 2.692 -1.761 -0.064
H 3.350 1.304 -2.443 0.470
C -3.230 -0.902 3.749 -1.298
C -1.788 -4.997 0.165 -0.100
Br -0.723 3.118 -6.342 -0.216
H 2.681 -0.962 4.840 0.616
O -2.113 -0.514 2.915 0.117
C -0.500 1.696 -1.787 1.818
C 2.805 -0.149 2.466 0.332
N -2.036 -2.212 0.393 0.691
O 2.383 5.016 -1.342 -0.605
C -2.670 1.089 -6.396 -0.407
C 0.430 2.926 -1.892 -0.424
H -0.455 -4.575 -1.447 0.383
C 0.209 -0.283 2.668 0.600
H -1.721 -6.074 0.052 0.380
H -1.652 2.363 -0.180 0.495
H 6.653 -1.205 3.058 0.422
N 3.888 -0.694 2.963 -0.739
C 1.541 0.272 -2.173 -1.145
C -0.701 -1.023 4.795 -0.384
C 1.509 -0.412 3.145 0.775
C -2.601 -4.432 1.170 -1.460
H -4.156 -0.443 -6.578 0.365
C 7.138 0.049 1.370 -0.422
C 6.644 0.919 0.384 -0.666
H 8.202 -0.144 1.421 0.358
C -1.704 1.442 -4.183 0.328
H 0.016 3.789 -1.365 0.535
C 1.674 -0.859 4.471 -1.166
H -2.483 0.127 -2.677 0.225
O -2.883 2.024 1.111 -1.094
C 0.196 0.339 -1.664 -0.119
H 4.947 1.916 -0.466 0.450
H 7.337 1.394 -0.299 0.443
H -3.078 -1.928 4.087 0.526
C -2.543 0.389 -3.722 -0.343
```

Its total charge is -2. For the HOMO energy (alpha / beta), the calculation gives -1.571 / -1.538 eV. Its LUMO energy (alpha / beta) is 3.4 / 3.4 eV.


Version ii
Computed, not measured: a structure of composition C34H25Br2N4O7ScTe4, with ωB97M-V/def2-TZVPD.

Structure (XYZ):
```
77
Properties=species:S:1:pos:R:3:mulliken_charge:R:1
H 5.276 -2.418 1.731 0.399
C 2.455 4.059 0.407 0.284
O -1.357 1.453 0.988 -0.481
H 2.970 -3.257 1.982 0.398
C 1.849 4.664 -2.230 -0.517
C 1.579 3.383 -1.782 -0.858
C 4.485 -2.053 1.092 -1.167
C 2.374 -1.196 -0.540 0.561
H -5.376 0.117 -2.766 0.398
H -3.745 -3.230 -2.822 0.379
C -0.822 -1.584 -2.122 1.164
C -4.074 2.297 0.146 0.036
O -1.422 -2.459 2.385 -0.409
N 1.756 1.971 0.304 1.354
Te 0.618 -4.900 0.446 -0.150
C 2.309 1.260 2.609 1.210
C -3.906 0.345 -1.233 -0.088
H 1.137 2.635 -2.427 0.467
C 3.205 -2.513 1.227 -0.177
H -3.388 -0.572 -1.474 0.507
H 1.850 -3.520 4.500 0.370
H 5.695 -0.601 0.000 0.377
O -4.280 -0.554 -5.773 -0.564
C 2.410 5.632 -1.382 -0.486
C -1.927 -0.695 -4.113 -0.921
O -5.128 -2.333 -4.775 -0.658
C 3.215 1.452 3.663 -0.932
C -4.196 -1.562 -4.837 0.633
H -5.707 3.602 -0.283 0.391
C 1.537 0.098 2.549 0.020
H -1.882 -3.253 -1.241 0.315
C -3.016 -1.574 -3.982 1.026
C -2.168 0.573 0.462 0.191
C 1.323 -0.875 -1.356 -1.000
O 0.603 -0.128 1.650 0.413
C -1.906 -2.516 -2.036 0.073
C 3.363 0.478 4.614 -0.294
O 1.068 -2.041 3.277 0.686
C -0.862 -0.700 -3.249 -1.194
C 2.716 5.345 -0.064 -0.823
Te -3.103 -3.209 1.845 0.223
Sc -0.043 -2.049 0.981 -0.645
H 3.840 0.148 -1.424 0.358
H 2.830 -1.505 5.288 0.530
C -3.405 1.119 -0.186 0.042
Br -3.574 3.412 1.597 -0.203
O -1.947 -0.626 0.446 -0.308
C -2.942 -2.511 -2.925 -1.064
N 0.122 -1.588 -1.186 0.320
N 2.652 3.511 1.658 -0.938
H 0.169 -3.714 3.928 -0.122
C 3.691 -0.620 -0.673 -0.872
C 2.664 -0.729 4.554 -0.501
Te -1.350 -6.749 0.813 -0.172
H 1.467 1.042 -0.004 -0.793
H -3.520 0.027 -5.665 0.294
C 4.709 -1.038 0.113 -0.406
H 2.602 6.625 -1.772 0.348
C -5.199 2.690 -0.565 -0.440
Br 4.590 0.742 6.051 -0.277
C -5.666 1.916 -1.616 -0.607
C 1.778 -0.908 3.519 0.138
H -6.542 2.237 -2.166 0.383
H 3.143 6.091 0.595 0.428
Te -2.713 -5.669 2.876 -0.332
H 1.488 -0.234 -2.214 0.188
H -0.540 0.962 1.333 0.266
C 0.905 -3.007 4.300 -0.919
H 3.785 2.370 3.691 0.566
C -5.021 0.736 -1.952 -0.673
N 2.152 -2.107 0.493 0.587
H -1.885 0.031 -4.923 0.137
C 1.896 3.101 -0.457 0.698
H 0.539 -2.529 5.213 0.390
C 2.235 2.269 1.549 -0.186
H 1.618 4.927 -3.255 0.409
H -0.058 0.005 -3.404 0.222
```

Its total charge is -2. For the HOMO energy, the calculation gives -0.941 eV. Its LUMO energy is 3.7 eV.


Energy comparison, zero being the most stable, in hartree: version i 0.2427; version ii 0.0000.